No. 1
Below is a molecular structure, C20H24BF4GdNOP2, with properties calculated with ωB97M-V/def2-TZVPD.

## Properties
spin multiplicity: 8
total energy: -2779.18407 Ha
charge: +1
frontier orbital gap (spin up / spin down): 7.03 / 6.65 eV
HOMO (spin up / spin down): -11.02 / -11.03 eV
⟨S²⟩: 16.059
maximum force: 5.08 eV/Å

```
54
C20H24BF4GdNOP2 | OMol25 | ωB97M-V/def2-TZVPD
Gd -0.71 1.51 -0.09
P 1.30 1.00 -1.82
P 0.63 1.20 2.24
F -1.24 3.61 -0.18
F -1.58 5.76 0.64
F -1.31 5.44 -1.64
F -3.24 4.79 -0.62
O -3.07 1.84 -2.61
N 0.48 -1.77 0.18
C -1.57 -2.85 3.65
C -0.94 -3.20 -1.19
C -1.61 -3.59 -0.03
C -0.54 -1.89 3.69
C 1.94 -0.72 -2.03
C -1.28 -3.62 -2.50
C 2.81 1.98 -1.52
C 0.16 -2.27 -1.05
C 1.27 -0.48 2.63
C -1.93 -3.44 2.45
C 0.44 -2.19 -3.45
C 1.98 2.39 2.42
C 0.74 1.45 -3.51
C 0.18 -1.55 2.56
C 0.84 -1.76 -2.20
C -0.16 -2.17 1.31
C -0.66 1.60 3.49
C -0.60 -3.13 -3.61
C -1.26 -3.11 1.24
C -2.23 1.46 -1.95
B -1.92 5.08 -0.48
H 1.60 3.40 2.18
H -0.26 -1.41 4.63
H 2.53 3.04 -1.44
H -2.09 -4.34 -2.60
H -1.01 2.64 3.32
H 1.73 -0.37 3.62
H -2.73 -4.17 2.39
H 2.45 -0.93 -1.06
H 0.43 2.51 -3.50
H -2.05 -3.12 4.58
H 1.59 1.30 -4.20
H 2.63 -0.71 -2.88
H 1.99 -0.67 1.79
H -0.85 -3.47 -4.61
H -1.51 -0.14 -0.12
H 2.79 2.15 1.70
H -0.18 1.49 4.48
H -1.51 0.91 3.37
H 0.97 -1.80 -4.33
H -0.12 0.83 -3.79
H 3.51 1.82 -2.36
H 3.26 1.67 -0.57
H -2.42 -4.32 -0.10
H 2.32 2.32 3.47
```



No. 2
Below is C2H5N5 in the gas phase, with properties calculated with ωB97M-V/def2-TZVPD.

## Properties
structure (SMILES): [H]/N=c1\[nH]nc(N)[nH]1
spin multiplicity: 1
energy above the lowest of the compared OMol25 structures with the same formula, charge and spin: 0.743 eV
total energy: -352.98746 Ha
frontier orbital gap: 8.67 eV
HOMO: -7.87 eV
maximum force: 2.49 eV/Å

```
12
C2H5N5 | OMol25 | ωB97M-V/def2-TZVPD
N 1.11 -0.48 0.48
N -0.40 0.45 -0.68
N -0.03 -0.57 1.27
N -2.24 0.19 0.82
N 1.73 0.25 -1.75
C -0.91 0.02 0.52
C 0.93 0.07 -0.75
H 2.71 -0.06 -1.57
H 1.93 -1.05 0.75
H -2.58 1.15 0.91
H -2.39 -0.27 1.71
H -0.91 0.89 -1.43
```



No. 3
Below is 7 unconnected molecules or ions with the total composition C22H44Br6O12, with properties calculated with ωB97M-V/def2-TZVPD.

## Properties
spin multiplicity: 2
total energy: -17211.55760 Ha
charge: -1
frontier orbital gap (spin up / spin down): 2.32 / 8.08 eV
HOMO (spin up / spin down): -0.30 / -6.08 eV
⟨S²⟩: 0.755
maximum force: 4.30 eV/Å

```
84
C22H44Br6O12 | OMol25 | ωB97M-V/def2-TZVPD
Br -3.37 3.74 -1.20
Br 3.00 -2.41 -3.31
Br -5.65 0.32 -2.99
Br -0.89 -0.16 -1.11
Br 0.92 -1.95 2.68
Br -1.43 -0.97 -4.45
O -5.66 -1.66 1.34
O 4.44 0.46 -2.13
O 7.13 -2.67 -0.50
O 2.78 1.57 -1.01
O -7.75 -0.96 1.11
O -7.23 -2.97 2.19
O -1.75 3.95 3.37
O 2.45 1.08 -3.11
O 8.72 -4.19 -1.39
O -0.86 2.23 4.30
O -1.98 1.84 2.44
O 8.86 -3.28 0.71
C -4.16 1.98 -1.40
C 1.00 -1.99 -3.27
C 1.38 3.51 -2.93
C 8.35 -3.39 -0.54
C 3.54 1.58 0.15
C -0.03 -0.18 0.64
C 1.28 1.96 -3.27
C 5.99 -3.04 -1.27
C -1.61 2.60 3.29
C 4.82 -3.20 -0.35
C 10.12 -3.95 0.93
C -6.95 -1.78 1.50
C -5.07 -0.50 0.71
C -8.62 -3.38 2.60
C -4.59 1.87 -2.90
C -0.47 0.87 4.56
C 3.30 1.00 -2.12
C -2.78 4.60 2.62
C -2.91 5.98 3.24
C -3.55 -0.55 0.88
C 0.82 -1.40 0.73
C 0.37 -1.85 -4.62
H 0.34 -2.83 -5.09
H -2.51 4.60 1.56
H -3.26 0.50 0.85
H 3.79 0.57 0.48
H 10.75 -3.94 0.04
H -3.77 4.19 2.75
H -3.72 1.84 -3.55
H 3.01 2.01 1.01
H 0.43 3.75 -2.44
H -3.52 6.01 4.14
H 0.05 0.91 5.52
H -8.47 -4.33 3.10
H -3.37 1.25 -1.23
H 3.96 -3.63 -0.86
H 5.76 -2.37 -2.10
H -1.28 0.14 4.65
H -5.00 1.89 -0.71
H 9.89 -4.87 1.46
H 0.86 1.64 -4.22
H 0.62 0.69 0.70
H -0.84 -0.16 1.37
H 0.50 -2.82 -2.75
H -5.20 2.72 -3.22
H 0.33 -2.26 0.29
H 1.86 -1.34 0.40
H 10.69 -3.19 1.47
H 4.51 -2.28 0.14
H -9.06 -2.71 3.35
H 0.49 1.61 -2.60
H 0.99 -1.22 -5.26
H -9.22 -3.60 1.72
H 5.06 -3.84 0.50
H -5.25 -0.18 -0.32
H 0.95 -1.10 -2.65
H 0.27 0.43 3.90
H 6.22 -4.03 -1.67
H 2.26 3.86 -2.40
H -1.94 6.34 3.59
H -3.24 6.76 2.55
H 1.46 3.93 -3.93
H -5.50 0.38 1.18
H 4.52 2.04 0.14
H -3.00 -1.16 0.16
H -3.37 -0.92 1.89
```



No. 4
Below is 2 unconnected molecules or ions with the total composition C14H27N2O2, with properties calculated with ωB97M-V/def2-TZVPD.

## Properties
spin multiplicity: 1
energy above the lowest of the compared OMol25 structures with the same formula, charge and spin: 3.907 eV
total energy: -809.30092 Ha
charge: +1
frontier orbital gap: 5.19 eV
HOMO: -11.92 eV
maximum force: 5.59 eV/Å

```
45
C14H27N2O2 | OMol25 | ωB97M-V/def2-TZVPD
O -0.21 4.06 -1.03
O -0.91 -1.31 -0.46
N 0.18 -1.71 -0.14
N -1.72 2.81 0.23
C 0.43 -3.11 -0.67
C -0.84 -3.97 -0.58
C -2.55 3.41 1.30
C 1.49 -3.84 0.20
C 1.24 -0.65 -0.36
C -1.44 3.61 2.33
C -0.47 4.39 1.40
C 2.49 -0.91 0.51
C 0.88 -3.02 -2.14
C 0.74 0.73 0.07
C -0.73 3.77 0.02
C 2.00 -2.01 -2.39
C 1.64 -0.63 -1.84
C -3.81 2.72 1.70
H -1.21 -4.01 0.44
H -1.76 4.09 3.23
H 1.66 -3.35 1.15
H -0.79 5.43 1.40
H -1.63 -3.61 -1.23
H -3.64 1.66 1.84
H -0.59 -4.98 -0.90
H 0.82 -0.21 -2.43
H 0.02 -2.75 -2.76
H 3.06 -1.78 0.20
H 2.22 -1.04 1.56
H 1.17 -4.85 0.44
H -4.58 2.83 0.95
H 1.55 1.45 -0.01
H 0.40 0.72 1.11
H 3.16 -0.06 0.45
H -2.70 4.44 0.95
H -0.92 2.66 2.44
H -0.06 1.10 -0.55
H 2.45 -3.93 -0.31
H 2.18 -1.94 -3.46
H 0.58 4.41 1.68
H -4.18 3.20 2.59
H 1.19 -4.01 -2.45
H 2.94 -2.36 -1.95
H 2.48 0.05 -1.96
H -2.21 2.50 -0.59
```



No. 5
Below is C3H7NO2 in the gas phase, with properties calculated with ωB97M-V/def2-TZVPD.

## Properties
structure (SMILES): NC(=O)CCO
spin multiplicity: 1
energy above the lowest of the compared OMol25 structures with the same formula, charge and spin: 0.983 eV
total energy: -323.74484 Ha
frontier orbital gap: 10.68 eV
HOMO: -9.85 eV
maximum force: 2.56 eV/Å

```
13
C3H7NO2 | OMol25 | ωB97M-V/def2-TZVPD
O 0.40 2.55 0.63
O 0.20 -1.16 -1.40
N -0.80 -2.15 0.49
C -0.19 0.18 0.45
C 0.51 1.36 -0.15
C -0.25 -1.16 -0.27
H -1.22 0.48 0.70
H -0.73 -2.07 1.49
H 1.56 1.08 -0.29
H -0.94 -3.04 0.07
H 1.16 3.12 0.47
H 0.14 1.65 -1.14
H 0.32 -0.01 1.41
```



No. 6
Below is a molecular structure, C20H8F5N2OPtSSe, with properties calculated with ωB97M-V/def2-TZVPD.

## Properties
spin multiplicity: 3
total energy: -4369.78250 Ha
charge: -1
frontier orbital gap (spin up / spin down): 6.87 / 5.91 eV
HOMO (spin up / spin down): -4.41 / -4.81 eV
⟨S²⟩: 2.021
maximum force: 0.94 eV/Å

```
39
C20H8F5N2OPtSSe | OMol25 | ωB97M-V/def2-TZVPD
Pt 0.48 0.63 0.95
Se 2.61 -0.01 1.91
S 1.11 2.83 -0.22
F 1.62 -5.28 1.89
F 2.22 -2.92 -1.14
F 4.38 -4.97 0.84
F 5.02 -2.08 0.92
F 0.82 -2.72 2.88
O -1.21 1.16 -0.13
N -1.50 2.45 0.05
N -5.26 -2.27 8.47
C -2.79 2.78 0.27
C -0.88 4.71 0.01
C -0.54 -0.14 2.36
C -4.59 -1.98 7.58
C -1.61 -1.64 5.40
C -3.47 -0.49 4.38
C 3.32 -3.17 -0.45
C 2.25 -4.13 1.64
C 2.70 -1.85 1.66
C -0.50 3.36 -0.06
C -3.17 4.09 0.36
C 3.73 -2.49 0.79
C -4.28 -0.86 5.43
C -2.11 -0.87 4.34
C -3.76 -1.62 6.48
C -1.27 -0.48 3.27
C 1.88 -2.89 2.11
C -2.42 -2.01 6.46
C 3.41 -4.02 0.76
C -2.19 5.07 0.22
H -5.32 -0.56 5.45
H -4.21 4.33 0.54
H -2.46 6.12 0.29
H -3.44 1.92 0.36
H -0.57 -1.95 5.37
H -3.86 0.10 3.56
H -2.02 -2.60 7.27
H -0.10 5.45 -0.09
```



No. 7
Below is a molecular structure, C40H52BrN9O5PTl, with properties calculated with ωB97M-V/def2-TZVPD.

## Properties
spin multiplicity: 1
energy above the lowest of the compared OMol25 structures with the same formula, charge and spin: 0.644 eV
total energy: -5511.95004 Ha
charge: +2
frontier orbital gap: 7.37 eV
HOMO: -12.11 eV
maximum force: 0.65 eV/Å

```
109
C40H52BrN9O5PTl | OMol25 | ωB97M-V/def2-TZVPD
Tl 0.56 -0.85 0.03
Br 3.86 2.14 6.50
P -1.06 1.96 -2.21
O 2.73 0.61 -1.12
O -0.13 1.08 2.10
O 2.25 0.00 1.97
O -2.44 2.60 0.19
O -2.57 -0.79 -2.85
N 4.10 -1.26 -3.73
N -1.75 3.11 3.39
N -2.22 1.00 -1.42
N 2.24 -1.20 -2.44
N 0.57 2.04 -4.29
N -0.97 3.94 -4.01
N 0.90 3.62 -2.47
N -1.62 2.56 5.56
N 2.34 -2.71 -4.22
C -2.68 -3.76 -0.71
C -5.16 4.28 4.27
C -5.08 3.91 5.63
C 2.96 1.08 4.04
C 0.28 2.92 -1.36
C 3.04 -0.19 -2.00
C 1.24 -3.80 1.04
C 0.04 4.59 -3.16
C -4.10 4.07 3.41
C 0.15 -3.37 1.81
C 0.75 1.37 3.13
C 2.60 -3.95 1.69
C 2.59 1.84 5.14
C 1.06 -4.19 -0.29
C -4.01 0.71 0.11
C 0.34 -3.10 3.29
C -2.84 1.57 -0.29
C -0.51 -4.58 -2.27
C -1.12 -3.26 1.23
C 3.59 -0.47 1.78
C 4.35 -0.19 -2.77
C 4.97 -1.65 -4.82
C -0.99 2.60 4.43
C -0.22 -4.13 -0.86
C -2.92 -0.15 -1.90
C -3.95 3.32 6.15
C -4.11 -0.35 -1.00
C -2.87 3.12 5.29
C -2.97 3.48 3.95
C 1.54 2.74 -3.45
C -0.31 3.02 -4.94
C -1.30 -3.68 -0.10
C -2.27 -2.71 2.04
C -0.17 1.05 -3.51
C -1.94 3.25 -3.17
C 2.25 -4.77 -1.02
C 2.03 0.84 3.04
C 0.39 2.12 4.24
C 2.88 -1.76 -3.48
C 1.32 2.34 5.26
H -1.02 1.34 2.37
H 0.72 -2.08 3.49
H 1.43 -3.06 -3.96
H -4.16 4.37 2.37
H 4.28 0.37 1.68
H -2.84 -3.49 2.53
H -2.71 2.76 -3.77
H 2.73 -5.54 -0.41
H 2.84 -3.16 -4.97
H -2.79 -3.11 -1.58
H 3.90 -1.12 2.59
H 0.38 -4.89 -2.82
H 0.30 3.62 -5.62
H -0.89 0.50 -4.13
H 0.51 0.33 -3.06
H 1.01 2.90 6.13
H 5.19 -0.41 -2.11
H -0.59 -3.21 3.84
H 4.50 -1.47 -5.79
H 2.00 -5.25 -1.96
H 2.74 -4.97 2.06
H -1.17 -5.44 -2.28
H -3.80 0.28 1.09
H -4.89 1.33 0.21
H 3.58 -1.03 0.85
H 5.27 -2.69 -4.74
H -3.47 -3.52 0.00
H -5.01 -0.24 -1.60
H -0.45 5.23 -2.43
H 5.87 -1.04 -4.77
H -0.17 3.60 -0.65
H 2.73 -3.28 2.53
H -1.01 -3.80 -2.85
H -1.06 2.50 -5.53
H -6.06 4.74 3.91
H -1.38 3.44 2.51
H -2.43 3.95 -2.48
H -4.10 -1.38 -0.63
H -3.88 3.04 7.19
H 3.41 -3.77 0.98
H -1.92 -2.02 2.81
H 0.98 2.25 -0.87
H -2.88 -4.77 -1.06
H 2.17 2.03 -2.93
H 2.16 3.37 -4.10
H 3.01 -4.01 -1.22
H -5.94 4.09 6.27
H -2.97 -2.15 1.41
H 1.06 -3.79 3.72
H 3.96 0.67 3.99
H 0.68 5.20 -3.80
H 4.53 0.77 -3.26
```



No. 8
Below is 3 unconnected molecules or ions with the total composition C20H34F3N4O4, with properties calculated with ωB97M-V/def2-TZVPD.

## Properties
spin multiplicity: 1
total energy: -1601.72816 Ha
charge: +1
frontier orbital gap: 8.34 eV
HOMO: -11.75 eV
maximum force: 2.38 eV/Å

```
65
C20H34F3N4O4 | OMol25 | ωB97M-V/def2-TZVPD
F -3.85 -0.81 -1.84
F -3.86 -1.16 0.87
F -4.37 1.24 -1.48
O 3.34 -3.91 3.27
O 4.15 -2.09 2.25
O -4.88 6.09 -4.30
O -3.09 6.19 -2.94
N 1.22 -0.26 -2.83
N -0.54 0.14 -1.27
N -0.90 -1.25 -1.12
N 1.66 0.58 -0.70
C 3.13 0.35 1.25
C 3.51 -4.56 4.55
C -6.14 5.40 -4.31
C -2.88 1.04 1.09
C -0.57 0.87 -0.01
C -4.15 5.71 -3.22
C -1.78 1.75 0.28
C 2.92 -2.98 -0.34
C -3.60 0.01 0.28
C -4.89 4.62 -2.46
C 1.48 -3.45 -0.23
C 0.83 0.11 -1.66
C 3.15 -1.47 -0.58
C 5.04 -2.75 4.42
C 2.28 -0.47 0.22
C -5.92 4.15 -3.48
C 4.90 -4.15 5.02
C 0.78 1.58 -0.08
C -3.94 0.15 -0.98
C 4.17 -2.85 3.18
H 1.49 -4.53 -0.07
H -0.47 0.23 0.88
H -2.23 2.05 -0.66
H -1.43 -1.58 -1.92
H -2.38 0.51 1.90
H -3.59 1.75 1.51
H 5.02 -4.18 6.10
H 0.92 -3.28 -1.14
H -5.48 3.36 -4.10
H 6.06 -2.52 4.15
H 0.96 -3.05 0.64
H 3.17 1.40 0.95
H -6.83 3.75 -3.03
H -1.40 -1.41 -0.26
H 0.68 2.32 -0.88
H 3.08 -1.31 -1.65
H 0.72 -0.93 -3.39
H 4.19 -1.28 -0.33
H -6.42 5.17 -5.34
H -1.50 2.67 0.78
H -4.21 3.83 -2.16
H 4.63 -1.98 5.08
H 3.34 -3.49 -1.21
H -5.36 5.07 -1.58
H 1.48 -0.93 0.80
H 2.73 -4.22 5.22
H 2.65 0.30 2.22
H -6.90 6.05 -3.88
H 4.13 -0.04 1.38
H 2.07 0.17 -3.16
H 3.42 -5.64 4.42
H 3.49 -3.36 0.50
H 5.65 -4.81 4.58
H 1.14 2.10 0.79
```



No. 9
Below is 3 unconnected molecules or ions with the total composition C37H22BrINO6, with properties calculated with ωB97M-V/def2-TZVPD.

## Properties
spin multiplicity: 1
total energy: -4800.70724 Ha
charge: +1
frontier orbital gap: 5.75 eV
HOMO: -11.18 eV
maximum force: 4.04 eV/Å

```
68
C37H22BrINO6 | OMol25 | ωB97M-V/def2-TZVPD
I -6.30 7.34 0.34
Br -3.03 3.03 -2.53
O 0.13 4.78 1.75
O 0.47 -4.12 -0.36
O 5.25 -1.32 1.35
O -3.23 -6.88 -3.04
O -0.93 6.51 2.83
O 3.09 3.31 2.89
N -4.48 5.11 -0.95
C 4.77 -0.25 1.68
C 1.15 -0.77 0.76
C -4.59 6.16 -4.27
C -0.58 -8.99 -0.59
C -2.36 -4.77 -2.49
C 1.38 1.41 1.78
C -2.17 5.47 1.00
C 7.79 1.64 2.88
C -5.07 5.63 -3.27
C 5.05 2.05 2.62
C -1.43 -6.95 -1.53
C 2.51 -0.98 0.92
C 3.31 -0.01 1.50
C 5.86 3.07 3.11
C 0.41 -8.28 0.08
C -1.41 -2.66 -1.82
C -1.41 -4.05 -1.77
C -0.45 -6.23 -0.84
C -2.34 -1.99 -2.60
C -2.12 4.47 -0.14
C -2.40 -6.25 -2.41
C -3.28 -4.10 -3.29
C -5.54 4.89 -1.96
C -1.50 -8.33 -1.40
C -3.27 -2.71 -3.34
C -0.95 5.65 1.96
C 7.23 2.86 3.23
C -3.29 4.34 -1.08
C 2.74 1.20 1.92
C 5.61 0.83 2.24
C 0.58 0.43 1.20
C 6.98 0.62 2.39
C 0.47 -6.90 -0.05
C -4.57 6.07 0.10
C -0.40 -4.75 -0.95
C 3.59 2.26 2.51
C -3.46 6.29 1.10
H -3.83 6.43 -5.06
H -0.64 -10.07 -0.48
H -4.02 -4.65 -3.86
H 0.85 5.18 2.30
H 0.93 2.34 2.12
H -3.52 7.03 1.95
H 5.43 4.02 3.39
H -0.49 0.59 1.09
H 1.12 -8.80 0.71
H 8.86 1.48 2.99
H 2.95 -1.92 0.58
H -2.34 -0.90 -2.63
H 7.86 3.66 3.61
H -5.70 3.79 -2.22
H -6.56 5.28 -1.67
H 1.24 -6.34 0.48
H -0.68 -2.09 -1.25
H -4.00 -2.19 -3.96
H -2.26 -8.90 -1.92
H 7.42 -0.33 2.11
H -1.20 3.84 -0.25
H 0.53 -1.53 0.30
```